Entry 1:
Computed, not measured: 2 unconnected molecules or ions with the total composition C2H7N2S in a non-equilibrium geometry, with ωB97M-V/def2-TZVPD.

Summary:
Energy relative to the best compared isomer or geometry (same formula, charge and spin) ... 17.3 kcal per mole
HOMO ... -2.5 eV
Lowest unoccupied orbital energy ... 4.21 eV
Frontier orbital gap ... 6.67 eV

Structure (ORCA input):
```
! RIJCOSX wB97M-V def2-TZVPD def2/J DEFGRID3
* xyz -1 1
C 0.499 -0.570 -2.659
S 0.510 0.895 -1.532
H 0.653 -0.166 -3.656
H -0.385 -1.174 -2.471
H 1.357 -1.179 -2.391
N -0.718 0.711 1.669
C -0.361 -0.569 1.782
N -0.580 -1.266 2.863
H -1.148 1.101 2.495
H -0.924 1.237 0.828
H 0.134 -0.896 0.851
H 0.251 -1.848 2.972
*
```

Atomic partial charges in e from the Löwdin method, atoms 1 to 6: number 1, C, carries -0.704; number 2, S, carries 0.010; number 3, H, carries -0.034; number 4, H, carries -0.024; number 5, H, carries -0.034; number 6, N, carries 0.066

=====

Entry 2:
Computed, not measured: 2 unconnected molecules or ions with the total composition C2H7N2S in a non-equilibrium geometry, with ωB97M-V/def2-TZVPD.

Summary:
Energy relative to the best compared isomer or geometry (same formula, charge and spin) ... 26.8 kcal per mole
HOMO ... -2.4 eV
Lowest unoccupied orbital energy ... 4.19 eV
Frontier orbital gap ... 6.62 eV

Structure (ORCA input):
```
! RIJCOSX wB97M-V def2-TZVPD def2/J DEFGRID3
* xyz -1 1
C -0.782 -0.992 -2.035
S -1.266 -1.560 -0.370
H -0.703 0.114 -1.993
H -1.514 -1.166 -2.822
H 0.278 -1.190 -2.210
N 0.048 1.406 0.644
C 0.551 0.747 1.744
N 1.702 0.214 1.854
H 0.847 1.424 0.002
H -0.605 0.850 0.075
H -0.138 0.708 2.600
H 1.583 -0.555 2.510
*
```

Atomic partial charges in e from the Löwdin method, atoms 1 to 6: number 1, C, carries -0.740; number 2, S, carries 0.021; number 3, H, carries -0.036; number 4, H, carries -0.019; number 5, H, carries -0.017; number 6, N, carries 0.016

=====

Entry 3:
Computed, not measured: a gas-phase ion, C2H7N2S (charge +1) in a non-equilibrium geometry, with ωB97M-V/def2-TZVPD.

Summary:
Energy relative to the best compared isomer or geometry (same formula, charge and spin) ... 59.9 kcal per mole
HOMO ... -13.2 eV
SMILES string ... C1NSC[NH2+]1
Lowest unoccupied orbital energy ... -3.89 eV
Frontier orbital gap ... 9.30 eV

Structure (ORCA input):
```
! RIJCOSX wB97M-V def2-TZVPD def2/J DEFGRID3
* xyz 1 1
C 0.980 0.051 0.618
C -0.953 0.016 -0.941
N -0.080 -0.767 1.405
N 0.204 0.811 -0.492
S -1.687 -0.635 0.655
H 1.532 0.520 1.419
H 1.678 -0.735 0.156
H -1.736 0.652 -1.490
H -0.811 -0.785 -1.643
H 0.145 -1.775 1.505
H -0.181 1.685 0.063
H 0.908 0.962 -1.254
*
```

Atomic partial charges in e from the Löwdin method, atoms 1 to 6: number 1, C, carries -0.134; number 2, C, carries -0.403; number 3, N, carries -0.362; number 4, N, carries -0.003; number 5, S, carries 0.894; number 6, H, carries 0.124

=====

Entry 4:
Computed, not measured: 2 unconnected molecules or ions with the total composition C2H7N3 in a non-equilibrium geometry, with ωB97M-V/def2-TZVPD.

Summary:
Energy relative to the best compared isomer or geometry (same formula, charge and spin) ... 30.5 kcal per mole
HOMO ... -9.0 eV
SMILES string ... [H]/N=C/N.C=N
Lowest unoccupied orbital energy ... 1.17 eV
Frontier orbital gap ... 10.16 eV

Structure (ORCA input):
```
! RIJCOSX wB97M-V def2-TZVPD def2/J DEFGRID3
* xyz 0 1
C -1.798 -1.103 -1.344
N -1.386 -0.610 -0.236
H -2.382 -0.425 -1.955
H -1.646 -2.165 -1.512
H -0.715 -1.284 0.145
N 0.738 1.415 -0.040
C 1.317 0.761 0.999
N 1.639 -0.462 0.971
H 0.284 0.932 -0.802
H 0.409 2.354 0.060
H 1.544 1.396 1.858
H 1.996 -0.809 1.855
*
```

Atomic partial charges in e from the Löwdin method, atoms 1 to 6: number 1, C, carries -0.120; number 2, N, carries 0.003; number 3, H, carries 0.054; number 4, H, carries 0.063; number 5, H, carries 0.021; number 6, N, carries 0.068

=====

Entry 5:
Computed, not measured: C2H7N3 in the gas phase in a non-equilibrium geometry, with ωB97M-V/def2-TZVPD.

Summary:
Energy relative to the best compared isomer or geometry (same formula, charge and spin) ... 27.5 kcal per mole
HOMO ... -9.2 eV
SMILES string ... [H]/N=C(/C)NN
Lowest unoccupied orbital energy ... 0.99 eV
Frontier orbital gap ... 10.16 eV

Structure (ORCA input):
```
! RIJCOSX wB97M-V def2-TZVPD def2/J DEFGRID3
* xyz 0 1
C -1.673 -0.413 0.033
C -0.347 0.265 -0.054
H -1.578 -1.530 -0.155
H -2.138 -0.241 1.040
H -2.355 -0.068 -0.737
H 0.673 1.869 0.051
H 0.642 -1.609 -0.251
H 2.241 0.459 -0.767
H 2.074 0.491 0.823
N -0.282 1.545 -0.030
N 0.709 -0.592 0.013
N 2.035 -0.176 0.034
*
```

Atomic partial charges in e from the Löwdin method, atoms 1 to 6: number 1, C, carries -0.049; number 2, C, carries -0.541; number 3, H, carries 0.085; number 4, H, carries 0.097; number 5, H, carries 0.070; number 6, H, carries 0.009

=====

Entry 6:
Computed, not measured: C2H7N3 in the gas phase in a non-equilibrium geometry, with ωB97M-V/def2-TZVPD.

Summary:
Energy relative to the best compared isomer or geometry (same formula, charge and spin) ... 37.6 kcal per mole
HOMO ... -9.3 eV
SMILES string ... [H]/N=C/NNC
Lowest unoccupied orbital energy ... 1.02 eV
Frontier orbital gap ... 10.28 eV

Structure (ORCA input):
```
! RIJCOSX wB97M-V def2-TZVPD def2/J DEFGRID3
* xyz 0 1
C 0.679 -1.966 -0.331
C -0.412 0.858 0.682
H 1.455 -2.605 -0.640
H -0.272 -2.318 -0.768
H 0.538 -2.138 0.730
H 1.756 -0.221 -0.410
H -0.389 0.804 -1.375
H 0.214 0.400 1.432
H -1.109 2.197 1.821
N 0.900 -0.597 -0.743
N -0.219 0.283 -0.551
N -1.223 1.819 0.880
*
```

Atomic partial charges in e from the Löwdin method, atoms 1 to 6: number 1, C, carries -0.131; number 2, C, carries -0.329; number 3, H, carries 0.056; number 4, H, carries 0.088; number 5, H, carries 0.061; number 6, H, carries 0.090

=====

Please write out number 4 again, unchanged.
Computed, not measured: 2 unconnected molecules or ions with the total composition C2H7N3 in a non-equilibrium geometry, with ωB97M-V/def2-TZVPD.

Summary:
Energy relative to the best compared isomer or geometry (same formula, charge and spin) ... 30.5 kcal per mole
HOMO ... -9.0 eV
SMILES string ... [H]/N=C/N.C=N
Lowest unoccupied orbital energy ... 1.17 eV
Frontier orbital gap ... 10.16 eV

Structure (ORCA input):
```
! RIJCOSX wB97M-V def2-TZVPD def2/J DEFGRID3
* xyz 0 1
C -1.798 -1.103 -1.344
N -1.386 -0.610 -0.236
H -2.382 -0.425 -1.955
H -1.646 -2.165 -1.512
H -0.715 -1.284 0.145
N 0.738 1.415 -0.040
C 1.317 0.761 0.999
N 1.639 -0.462 0.971
H 0.284 0.932 -0.802
H 0.409 2.354 0.060
H 1.544 1.396 1.858
H 1.996 -0.809 1.855
*
```

Atomic partial charges in e from the Löwdin method, atoms 1 to 6: number 1, C, carries -0.120; number 2, N, carries 0.003; number 3, H, carries 0.054; number 4, H, carries 0.063; number 5, H, carries 0.021; number 6, N, carries 0.068

=====

- Which value of lowest unoccupied orbital energy does entry 3 give?
  -3.89 eV

=====

Please write out number 6 again, unchanged.
Computed, not measured: C2H7N3 in the gas phase in a non-equilibrium geometry, with ωB97M-V/def2-TZVPD.

Summary:
Energy relative to the best compared isomer or geometry (same formula, charge and spin) ... 37.6 kcal per mole
HOMO ... -9.3 eV
SMILES string ... [H]/N=C/NNC
Lowest unoccupied orbital energy ... 1.02 eV
Frontier orbital gap ... 10.28 eV

Structure (ORCA input):
```
! RIJCOSX wB97M-V def2-TZVPD def2/J DEFGRID3
* xyz 0 1
C 0.679 -1.966 -0.331
C -0.412 0.858 0.682
H 1.455 -2.605 -0.640
H -0.272 -2.318 -0.768
H 0.538 -2.138 0.730
H 1.756 -0.221 -0.410
H -0.389 0.804 -1.375
H 0.214 0.400 1.432
H -1.109 2.197 1.821
N 0.900 -0.597 -0.743
N -0.219 0.283 -0.551
N -1.223 1.819 0.880
*
```

Atomic partial charges in e from the Löwdin method, atoms 1 to 6: number 1, C, carries -0.131; number 2, C, carries -0.329; number 3, H, carries 0.056; number 4, H, carries 0.088; number 5, H, carries 0.061; number 6, H, carries 0.090